The following is a quantum chemistry calculation of a 3-piece molecular cluster, C33H58BF10N4O10S overall in a non-equilibrium geometry, from the OMol25 dataset.

Structure (XYZ):
```
117
C33H58BF10N4O10S (ωB97M-V/def2-TZVPD)
C 3.61 -4.32 5.61
C 2.36 -3.50 5.34
C 1.12 -4.36 5.06
C 1.05 -5.05 3.69
N 0.49 -4.26 2.59
N 0.27 -2.91 2.77
C -0.95 -2.59 3.32
B -1.97 -3.85 3.41
O -1.77 -4.91 4.24
O -3.00 -3.98 2.55
C -3.23 -3.05 1.47
C -2.27 -3.23 0.30
C -1.23 -1.28 3.69
C -2.49 -0.71 4.37
F -2.06 -0.03 5.45
F -3.03 0.16 3.48
C -3.73 -1.48 4.96
F -4.50 -0.46 5.40
F -4.48 -2.10 4.05
C -3.46 -2.37 6.22
F -3.64 -1.63 7.31
F -2.16 -2.77 6.23
C -4.42 -3.58 6.38
F -5.64 -3.11 6.53
F -4.39 -4.39 5.34
F -4.06 -4.24 7.46
C -0.24 -0.29 3.40
C -0.47 1.18 3.77
O -0.08 1.57 4.81
O -1.12 1.93 2.91
C 0.96 -0.66 2.75
S 2.19 0.62 2.47
O 3.24 0.34 3.37
O 1.62 1.90 2.40
F 2.70 0.34 1.04
C 1.21 -2.02 2.42
C 2.47 -2.39 1.69
C 3.19 -3.71 2.00
C 2.24 -2.35 0.14
C 1.19 -3.31 -0.43
C 1.73 -4.67 -0.90
H 4.42 -3.67 5.90
H 3.44 -5.03 6.42
H 3.91 -4.89 4.73
H 2.15 -2.92 6.24
H 2.53 -2.78 4.54
H 0.24 -3.78 5.29
H 1.14 -5.17 5.79
H 2.04 -5.44 3.47
H 0.42 -5.93 3.81
H 0.00 -4.71 1.83
H -1.88 -4.73 5.18
H -3.28 -2.02 1.80
H -4.23 -3.28 1.12
H -1.86 -4.23 0.27
H -2.81 -3.00 -0.61
H -1.48 -2.49 0.37
H -1.44 1.43 2.15
H 3.23 -1.65 1.89
H 2.64 -4.58 1.69
H 3.54 -3.79 3.03
H 4.09 -3.70 1.39
H 1.98 -1.36 -0.19
H 3.20 -2.60 -0.28
H 0.32 -3.43 0.20
H 0.82 -2.82 -1.33
H 2.81 -4.64 -1.01
H 1.24 -5.00 -1.81
H 1.53 -5.43 -0.14
C 1.26 2.78 -5.68
O 2.63 2.40 -5.72
C 3.49 3.29 -5.01
C 4.07 2.61 -3.79
N 3.04 2.37 -2.79
C 3.45 1.51 -1.69
C 3.82 0.07 -2.02
O 2.73 -0.73 -2.46
C 2.44 -0.65 -3.85
H 0.72 2.12 -6.36
H 0.85 2.66 -4.67
H 1.12 3.81 -5.99
H 2.96 4.21 -4.73
H 4.31 3.56 -5.68
H 4.85 3.24 -3.36
H 4.54 1.68 -4.13
H 2.24 1.95 -3.24
H 2.63 1.49 -0.98
H 4.30 1.98 -1.18
H 4.18 -0.40 -1.09
H 4.65 0.00 -2.73
H 3.34 -0.48 -4.44
H 1.71 0.13 -4.07
H 2.01 -1.61 -4.14
C -4.69 6.46 -7.20
O -4.32 7.34 -6.15
C -4.85 7.00 -4.88
C -3.75 6.56 -3.93
N -3.19 5.28 -4.33
C -1.98 4.90 -3.62
C -0.74 5.77 -3.79
O -0.17 5.73 -5.09
C -0.74 6.64 -6.02
H -4.34 6.91 -8.13
H -4.22 5.48 -7.09
H -5.77 6.34 -7.25
H -5.62 6.22 -4.97
H -5.33 7.89 -4.47
H -4.16 6.47 -2.93
H -3.00 7.36 -3.92
H -2.98 5.31 -5.32
H -1.71 3.89 -3.94
H -2.21 4.84 -2.55
H 0.03 5.37 -3.12
H -0.90 6.81 -3.47
H -1.08 7.55 -5.55
H -1.56 6.18 -6.58
H 0.04 6.89 -6.74
```

Electronic energy: -100274.7200 eV
Charge: +1
Orbital gap: 5.36 eV